No. 1
ORCA calculation (ωB97M-V/def2-TZVPD) on 2 unconnected molecules or ions with the total composition C23H21Cl2OS in a non-equilibrium geometry.

Geometry as XYZ:
```
48
Properties=species:S:1:pos:R:3:forces:R:3
Cl 3.319047 2.107059 -5.671344 -0.3 -0.1 0.2
C 1.988990 1.611462 -4.702517 -0.1 0.0 0.0
C 0.988622 2.520315 -4.376812 0.2 0.4 -0.2
C -0.080284 2.124604 -3.620882 -0.2 -0.4 0.2
C -0.204965 0.792251 -3.155720 0.3 0.0 -0.1
C -1.362677 0.471337 -2.406365 0.1 -0.7 0.1
C -1.889320 -0.749381 -1.920793 0.1 0.1 -0.2
C -3.084117 -0.684967 -1.162699 0.2 0.1 -0.2
C -3.660413 -1.809519 -0.639759 -0.4 -0.1 0.2
C -3.075100 -3.054205 -0.844113 0.0 0.1 0.2
Cl -3.769663 -4.458049 -0.137652 0.2 0.3 -0.2
C -1.921161 -3.156159 -1.613792 0.2 -0.3 -0.1
C -1.346659 -2.036197 -2.152908 -0.1 0.1 0.0
C 0.850351 -0.097750 -3.469010 -0.1 0.2 0.2
C 1.912524 0.303356 -4.234632 0.3 -0.1 -0.1
H 1.072271 3.533974 -4.729503 0.0 0.2 0.0
H -0.852825 2.833588 -3.377684 -0.2 0.2 0.0
H -1.972814 1.327344 -2.169175 -0.2 0.3 0.1
H -3.548096 0.273832 -1.006267 -0.1 0.2 0.1
H -4.571023 -1.750237 -0.069037 -0.1 0.1 0.1
H -1.495586 -4.130917 -1.782899 0.1 -0.1 -0.1
H -0.501338 -2.162052 -2.796556 0.1 -0.1 -0.1
H 0.868538 -1.084495 -3.054769 0.1 -0.2 0.0
H 2.709533 -0.379731 -4.475065 0.1 -0.1 0.0
C 0.037785 3.651935 1.468059 -0.4 0.5 -0.5
S 1.000618 2.343069 0.658008 0.3 -1.0 3.5
C 2.604179 3.077845 1.093686 0.4 0.4 -0.7
C 0.915091 1.169762 1.995694 -0.2 0.0 -0.7
C 0.666695 -0.186204 1.747189 0.1 0.9 -0.9
C 0.552485 -1.149354 2.872222 0.0 -0.2 0.7
C 0.824653 -0.815922 4.199012 0.0 0.1 -0.4
C 0.703378 -1.755275 5.197624 0.0 0.0 0.3
C 0.310776 -3.043498 4.893852 0.0 -0.2 0.2
C 0.034492 -3.389742 3.585844 0.0 -0.1 0.1
C 0.153656 -2.449819 2.586895 0.0 0.2 -0.3
O 0.526192 -0.605199 0.589168 -0.3 -0.6 -1.1
H 0.099185 4.566562 0.884696 0.1 0.1 -0.1
H -1.005862 3.357610 1.537331 0.0 -0.2 -0.1
H 0.404384 3.853511 2.471206 0.2 -0.3 0.0
H 2.777359 3.964565 0.489897 0.0 0.1 -0.1
H 2.639984 3.357226 2.143344 -0.3 -0.2 0.0
H 3.402902 2.367507 0.899337 -0.2 -0.2 -0.1
H 1.041245 1.521383 2.999045 0.1 0.7 0.0
H 1.137021 0.179585 4.453525 0.1 0.2 0.1
H 0.915859 -1.486502 6.219176 0.0 0.1 0.2
H 0.221591 -3.779608 5.676269 0.0 -0.1 0.1
H -0.273842 -4.393620 3.345735 -0.1 -0.2 0.0
H -0.063660 -2.701284 1.563136 0.0 0.0 -0.2
```
Positions in Å, forces in eV/Å.

Computed properties:
Energy relative to the best compared isomer or geometry (same formula, charge and spin) in kJ/mol: 6.00
Kohn-Sham gap in eV: 4.2175
HOMO in eV: -9.907
LUMO level in hartree: -0.209
Multiplicity: 1
Strongest force on any atom in hartree/bohr: 0.070
Total charge: +1

From a Löwdin analysis of the wavefunction, the atomic charges in e read: atom 1 (Cl): 0.767, atom 2 (C): -0.626, atom 3 (C): -0.076, atom 4 (C): 0.007, atom 5 (C): -0.176, atom 6 (C): 0.130, atom 7 (C): -0.173, atom 8 (C): 0.021, atom 9 (C): -0.066, atom 10 (C): -0.618, atom 11 (Cl): 0.774, atom 12 (C): -0.061, atom 13 (C): 0.030, atom 14 (C): 0.028, atom 15 (C): -0.063, atom 16 (H): 0.117, atom 17 (H): 0.125, atom 18 (H): 0.127, atom 19 (H): 0.127, atom 20 (H): 0.119, atom 21 (H): 0.121, atom 22 (H): 0.102, atom 23 (H): 0.105, atom 24 (H): 0.120, atom 25 (C): -0.278, atom 26 (S): 1.047, atom 27 (C): -0.271, atom 28 (C): -0.318, atom 29 (C): -0.526, atom 30 (C): -0.153, atom 31 (C): -0.032, atom 32 (C): -0.079, atom 33 (C): -0.083, atom 34 (C): -0.078, atom 35 (C): -0.028, atom 36 (O): -0.072, atom 37 (H): 0.053, atom 38 (H): 0.059, atom 39 (H): 0.061, atom 40 (H): 0.052, atom 41 (H): 0.062, atom 42 (H): 0.063, atom 43 (H): 0.050, atom 44 (H): 0.098, atom 45 (H): 0.105, atom 46 (H): 0.104, atom 47 (H): 0.102, atom 48 (H): 0.102


No. 2
ORCA calculation (ωB97M-V/def2-TZVPD) on a single C23H21F3N6O3S molecule in a non-equilibrium geometry.

Geometry as XYZ:
```
57
Properties=species:S:1:pos:R:3:forces:R:3
O 0.950117 5.674049 -2.821215 0.0 0.2 -0.1
C 0.639205 4.513999 -2.735673 0.0 0.0 0.0
N 1.158935 3.724466 -1.679450 0.1 0.1 0.1
C 0.901260 2.412410 -1.424304 0.1 0.0 -0.1
C 1.593074 1.817171 -0.228904 0.2 -0.1 0.2
C 0.991586 2.371002 1.075320 -0.2 0.0 -0.1
C -0.417710 1.821915 1.285653 0.1 0.6 0.4
N -0.422077 0.375066 1.316770 0.3 -0.4 1.1
S 0.141162 -0.300987 2.747544 -0.7 -0.1 -0.4
O -0.203293 0.583425 3.816440 -0.1 0.3 0.0
O 1.495259 -0.746376 2.615611 0.0 -0.1 -0.2
C -0.954945 -1.738799 2.863030 0.2 0.4 -0.2
C -2.191324 -1.648472 2.249247 -0.1 0.0 -0.1
C -3.095463 -2.694562 2.331852 0.1 -0.1 0.1
C -2.762665 -3.839181 3.036740 0.0 0.1 -0.1
C -1.534946 -3.930597 3.668591 0.2 0.2 0.0
C -0.630082 -2.876023 3.591093 0.2 -0.1 0.1
C 0.693089 -2.999710 4.304190 0.4 -0.5 0.4
F 0.672221 -4.004027 5.204561 -0.3 -0.2 0.1
F 1.025412 -1.907823 4.993357 -0.1 0.2 0.0
F 1.698342 -3.295465 3.469842 0.0 0.0 -0.2
C 0.135976 -0.230008 0.124372 0.3 -0.4 -0.4
C 1.535234 0.285816 -0.212522 -0.1 0.1 -0.1
N 0.115592 1.693258 -2.156971 -0.1 -0.4 0.1
C -0.413217 2.351378 -3.212868 0.3 1.2 -0.1
C -0.216390 3.696842 -3.557601 -0.2 -1.3 0.3
N -0.917877 3.929899 -4.692752 0.2 0.9 -0.1
N -1.498442 2.857280 -5.043519 -0.8 -0.3 -1.0
N -1.226230 1.871681 -4.173796 0.6 0.4 0.7
C -1.727736 0.532124 -4.334867 -0.3 -0.4 -0.1
C -0.645935 -0.469656 -4.025582 0.0 -0.2 -0.1
C -0.839775 -1.457444 -3.071842 -0.1 0.1 -0.2
C 0.176023 -2.348583 -2.771457 0.0 -0.1 0.0
C 1.396117 -2.253358 -3.417010 0.0 -0.1 0.1
C 1.593970 -1.272242 -4.374643 0.0 0.1 -0.1
C 0.576961 -0.387062 -4.680302 -0.1 -0.1 0.0
H 1.794545 4.223785 -1.067027 -0.1 -0.1 -0.1
H 2.644856 2.124765 -0.282797 -0.1 0.0 0.0
H 1.611818 2.046061 1.912789 0.1 0.1 0.0
H 0.964356 3.462090 1.064617 0.0 0.0 0.1
H -0.818056 2.160001 2.241872 -0.1 0.2 -0.2
H -1.083017 2.140852 0.476841 0.0 -0.1 0.1
H -2.426211 -0.747120 1.707653 -0.1 0.0 -0.1
H -4.057490 -2.614183 1.849587 -0.1 0.0 0.0
H -3.459440 -4.660075 3.104329 -0.1 -0.1 0.0
H -1.277557 -4.814070 4.231922 0.0 0.0 0.0
H 0.172748 -1.306988 0.296337 0.0 -0.1 -0.2
H -0.538726 -0.019114 -0.708125 0.0 -0.1 0.2
H 2.227994 -0.078410 0.546481 0.0 0.0 -0.1
H 1.826569 -0.108701 -1.186187 0.0 0.0 0.0
H -2.586698 0.383120 -3.671552 0.1 0.0 -0.1
H -2.067366 0.452563 -5.372048 0.0 0.0 0.2
H -1.790159 -1.533584 -2.563148 -0.1 0.0 0.1
H 0.016075 -3.114643 -2.027502 0.0 -0.1 0.1
H 2.191239 -2.942628 -3.176241 0.1 -0.1 0.0
H 2.542527 -1.196956 -4.884941 0.1 0.0 0.0
H 0.732553 0.376779 -5.429049 0.0 0.1 -0.1
```
Positions in Å, forces in eV/Å.

Computed properties:
SMILES: O=c1[nH]c(C2CCN(S(=O)(=O)c3ccccc3C(F)(F)F)CC2)nc2c1nnn2Cc1ccccc1
Energy relative to the best compared isomer or geometry (same formula, charge and spin) in kJ/mol: 17.02
Kohn-Sham gap in eV: 9.4690
HOMO in eV: -9.309
LUMO level in hartree: 0.006
Multiplicity: 1
Strongest force on any atom in hartree/bohr: 0.027

From a Löwdin analysis of the wavefunction, the atomic charges in e read: atom 1 (O): 0.096, atom 2 (C): -0.395, atom 3 (N): 0.201, atom 4 (C): -0.266, atom 5 (C): -0.224, atom 6 (C): -0.111, atom 7 (C): -0.181, atom 8 (N): -0.247, atom 9 (S): 0.698, atom 10 (O): -0.256, atom 11 (O): -0.260, atom 12 (C): -0.178, atom 13 (C): -0.049, atom 14 (C): -0.052, atom 15 (C): -0.053, atom 16 (C): 0.003, atom 17 (C): -0.084, atom 18 (C): -0.592, atom 19 (F): 0.129, atom 20 (F): 0.153, atom 21 (F): 0.150, atom 22 (C): -0.198, atom 23 (C): -0.114, atom 24 (N): 0.214, atom 25 (C): -0.201, atom 26 (C): -0.127, atom 27 (N): 0.084, atom 28 (N): 0.049, atom 29 (N): -0.061, atom 30 (C): -0.071, atom 31 (C): -0.231, atom 32 (C): -0.059, atom 33 (C): -0.087, atom 34 (C): -0.088, atom 35 (C): -0.074, atom 36 (C): -0.040, atom 37 (H): 0.163, atom 38 (H): 0.153, atom 39 (H): 0.123, atom 40 (H): 0.118, atom 41 (H): 0.117, atom 42 (H): 0.133, atom 43 (H): 0.113, atom 44 (H): 0.110, atom 45 (H): 0.110, atom 46 (H): 0.124, atom 47 (H): 0.121, atom 48 (H): 0.101, atom 49 (H): 0.109, atom 50 (H): 0.114, atom 51 (H): 0.130, atom 52 (H): 0.135, atom 53 (H): 0.112, atom 54 (H): 0.106, atom 55 (H): 0.104, atom 56 (H): 0.105, atom 57 (H): 0.121


Record order is preserved below.
DFT total energy: -62110.720; -58263.102 eV